Record 1
Molecular formula: C17H16ClO4
Method: DFT, ωB97M-V/def2-TZVPD

Calculated values
LUMO   1.86 eV
E   -1418.301091 hartree
Highest occupied orbital energy   -3.56 eV
HOMO-LUMO gap   5.4 eV
Total charge   -1

Structure (XYZ):
```
38
Properties=species:S:1:pos:R:3:forces:R:3:lowdin_charge:R:1
C -1.8038 -3.4666 1.5275 -0.3252 0.3171 -1.1268 -0.10
C -1.1007 -3.2847 0.0785 0.9944 -0.1812 -1.2389 -0.15
C -0.1329 -4.4249 -0.3418 -0.6583 3.5814 -2.6070 -0.05
C 0.5657 -4.2930 -1.7193 -2.0164 2.0320 1.0306 -0.09
C 0.2723 -3.0886 -2.6383 -1.4548 -0.1138 3.0347 -0.08
C -0.6970 -1.9725 -2.1893 0.2063 -2.4435 2.1306 -0.02
C -1.4126 -2.0341 -0.8204 2.5845 -2.7231 -1.3961 -0.12
C -2.4323 -0.8763 -0.4222 0.3466 0.2666 -0.0926 -0.12
C -1.7500 0.4653 0.1064 1.2166 0.6493 2.9161 -0.10
C -1.4322 0.6309 1.4858 0.1309 1.0216 -3.0152 0.06
C -0.7905 2.0355 1.9384 -0.3503 0.6073 2.0805 -0.26
O -1.0383 2.5064 3.0879 0.9664 -1.7442 -4.0120 0.01
C 0.1248 2.8570 0.9049 -1.0165 -0.5810 -2.3677 -0.11
C 1.3361 3.7609 1.4350 0.4261 -0.9311 0.0438 -0.10
C 2.7090 2.9649 1.0378 -1.3999 0.8286 -0.5149 -0.34
O 3.4403 3.6209 -0.0692 -0.9240 -0.4345 -1.9869 -0.13
C 3.1561 2.9828 -1.3056 2.3146 -3.2004 -0.3670 -0.28
O 3.6999 1.9098 -1.6867 -2.0966 4.4165 1.6497 0.01
C -0.2083 2.6931 -0.4818 -0.2353 -0.5508 3.2380 0.06
C -1.4200 1.7198 -0.8527 -1.2023 0.2195 -1.7709 -0.24
O -2.1593 1.9126 -1.8696 2.7941 -0.7333 3.3699 -0.01
H -1.8631 -2.4619 2.0831 0.1790 -1.6381 -0.7862 0.06
H -2.8784 -3.8496 1.3532 1.5381 0.6659 0.3311 0.08
H -1.2799 -4.2495 2.1687 -0.4917 1.1907 -0.9550 0.07
H 0.0681 -5.3015 0.3765 -0.3463 1.6235 -1.3594 0.09
H 1.3144 -5.1027 -2.0497 -1.3591 1.4982 0.5247 0.08
H 0.7884 -3.0038 -3.6547 -0.8338 -0.1622 1.7348 0.08
H -0.9462 -1.0693 -2.8576 0.6200 -1.6415 1.0469 0.10
H -3.1046 -1.2643 0.4267 0.8586 0.6479 -1.4866 0.11
H -3.0416 -0.5829 -1.3592 0.8124 -0.6270 1.5904 0.12
H -1.6168 -0.1712 2.2722 0.2191 1.4078 -1.1023 0.11
H 1.3338 4.8219 1.0034 -0.1797 -1.5540 0.5317 0.12
H 1.3245 3.8022 2.5743 -0.4141 0.0661 -1.5497 0.11
H 3.3794 2.8078 1.9453 -0.7093 0.5210 -1.4968 0.10
H 2.3670 1.8693 0.6461 0.9222 3.1899 0.6803 -0.24
H 2.4385 3.4831 -2.0425 0.8052 -0.0818 1.2511 0.13
H 0.3787 3.2450 -1.2848 -1.2619 -0.8615 1.0397 0.11
Cl 2.4111 0.4085 1.1938 -0.6598 -4.5480 1.0076 -0.08
```
Positions in Å, forces in eV/Å.

=====

Record 2
Molecular formula: C4H8FN2
Method: DFT, ωB97M-V/def2-TZVPD

Calculated values
LUMO   -4.40 eV
E   -366.314589 hartree
Highest occupied orbital energy   -14.47 eV
HOMO-LUMO gap   10.1 eV
Total charge   +1

Structure (XYZ):
```
15
Properties=species:S:1:pos:R:3:forces:R:3:lowdin_charge:R:1
C -1.2115 0.4186 0.0212 -0.5571 1.4770 0.3833 -0.05
C -0.1933 -0.3972 -0.1353 3.3649 0.4229 0.2449 -0.22
C 1.3592 0.0348 -0.0688 -1.3295 -0.9523 0.6891 -0.19
C -2.6614 -0.1339 0.0862 -0.6286 1.0835 1.9432 -0.06
N 1.8010 1.2976 -0.0546 -5.4916 -0.9947 -0.8246 0.23
N 2.2250 -0.9634 0.1397 -3.4419 -0.1211 -0.8166 0.23
F -0.2979 -1.7386 -0.1942 0.1546 0.5247 -0.1479 0.08
H -0.8651 1.5229 0.1510 -1.3464 -1.9925 -0.2319 0.15
H -2.7429 -0.9487 -0.6241 -0.2202 0.1712 -0.3486 0.06
H -2.8373 -0.6814 1.1283 0.4221 1.4628 -1.9873 0.13
H -3.4920 0.6969 -0.0568 1.9217 -1.8734 0.2365 0.12
H 1.1054 2.0330 -0.2993 1.1475 -0.7678 0.3970 0.15
H 2.7222 1.5270 -0.0313 3.1398 0.7448 0.1324 0.10
H 1.9352 -1.9168 -0.0972 0.0551 0.5058 0.4052 0.15
H 3.1532 -0.7506 0.0353 2.8095 0.3090 -0.0747 0.10
```
Positions in Å, forces in eV/Å.

=====

Record 3
Molecular formula: C24H31IrN7S2
Method: DFT, ωB97M-V/def2-TZVPD

Calculated values
LUMO   -3.03 eV
E   -2217.006870 hartree
Highest occupied orbital energy   -10.06 eV
HOMO-LUMO gap   7.0 eV
Total charge   +1

Structure (XYZ):
```
65
Properties=species:S:1:pos:R:3:forces:R:3:lowdin_charge:R:1
Ir -0.1343 0.4781 0.1488 0.3851 0.1371 -0.5456 0.98
C -5.5321 -0.9186 -1.1248 0.0112 0.0308 0.0029 -0.09
C -5.0176 0.4421 -1.5774 -0.0402 0.0423 0.0150 -0.27
N -3.7282 0.3765 -2.2444 0.1032 -0.1380 0.0799 -0.01
C -2.5364 0.2823 -1.6345 -0.1733 -0.1143 0.0056 -0.76
S -2.4736 0.3132 0.1067 0.0947 0.1751 -0.0988 0.65
N -1.5027 0.1402 -2.4633 0.2672 -0.1723 0.1158 0.00
N -0.3000 0.1064 -1.8288 0.0663 0.1039 0.1618 -0.22
C 0.8050 0.2156 -2.5257 -0.1788 -0.0658 0.2810 -0.30
C 0.8502 0.3328 -4.0122 -0.0751 -0.0127 0.0194 -0.01
C 2.0308 0.2819 -1.7257 0.0431 -0.1435 0.3994 -0.22
C 3.3116 0.3063 -2.2772 -0.3057 -0.0396 0.1231 0.01
C 4.4036 0.3341 -1.4334 0.0932 -0.0136 0.2060 -0.03
C 4.2128 0.3100 -0.0551 0.1266 -0.0250 -0.1472 -0.03
C 2.9255 0.2946 0.4394 -0.0710 0.0269 -0.1545 -0.09
N 1.8651 0.3024 -0.3693 -0.1422 0.3915 -0.4883 -0.06
H -6.4576 -0.8018 -0.5620 -0.0273 -0.0008 -0.0040 0.08
H -4.8046 -1.4069 -0.4762 0.0034 0.0063 0.0211 0.05
H -5.7338 -1.5655 -1.9789 0.0116 -0.0124 -0.0267 0.07
H -4.9284 1.1246 -0.7309 0.0001 -0.0313 -0.0105 0.09
H -5.7104 0.8939 -2.2869 -0.0214 0.0193 0.0434 0.12
H -3.7031 0.2981 -3.2487 0.0198 0.0348 -0.0081 0.14
H -0.1544 0.4394 -4.4097 0.0126 -0.0184 0.0168 0.07
H 1.3177 -0.5483 -4.4589 -0.0027 0.0003 -0.0335 0.09
H 1.4397 1.2028 -4.3042 -0.0020 0.0146 -0.0006 0.09
H 3.4366 0.3075 -3.3492 0.0009 -0.0005 -0.0317 0.12
H 5.4028 0.3655 -1.8450 0.0229 -0.0033 0.0083 0.12
H 5.0484 0.3114 0.6285 0.0253 0.0054 0.0014 0.11
H 2.7121 0.2803 1.4998 -0.0001 0.0474 -0.0038 0.12
C 0.2763 5.5200 3.7788 -0.0119 0.0240 -0.0091 -0.02
C 0.3023 4.1999 3.0793 0.0405 -0.0591 0.1276 -0.31
C 0.6011 3.0175 3.7733 0.0185 0.0104 -0.0626 0.00
C 0.5484 1.8385 3.0735 0.1865 0.0123 -0.0651 -0.11
N 0.2409 1.8201 1.7714 -0.4663 -0.2136 0.0606 -0.12
C 0.0062 3.0136 1.1614 0.0675 -0.0079 -0.0312 -0.80
S -0.3069 2.8249 -0.5206 0.1261 -0.0770 0.1848 0.65
N 0.0212 4.1870 1.7853 -0.0088 -0.0178 -0.1067 0.12
H 1.1128 5.6159 4.4696 0.0157 -0.0005 0.0162 0.08
H -0.6432 5.6040 4.3616 -0.0074 0.0077 0.0038 0.09
H 0.2991 6.3266 3.0516 0.0031 0.0042 0.0024 0.08
H 0.8633 3.0299 4.8206 -0.0075 -0.0058 0.0114 0.12
H 0.7845 0.8911 3.5381 -0.0701 -0.0422 0.0111 0.11
C -0.2366 -5.1569 -0.8995 -0.0374 -0.0933 -0.0302 0.00
N -0.3185 -3.7319 -1.3101 -0.0199 0.0132 -0.0554 -0.16
C -1.6957 -3.2105 -1.0915 -0.0610 0.0356 0.0355 0.02
C 0.7523 -2.8533 -0.6612 0.0322 0.0081 0.1091 -0.08
C 0.4676 -2.5754 0.7839 0.2965 0.1486 0.0313 -0.27
C 0.7126 -3.6173 1.6869 -0.0403 -0.0319 0.0225 -0.07
C 0.3973 -3.4993 3.0244 -0.0032 -0.0341 0.0195 -0.08
C -0.1749 -2.3128 3.4585 -0.0001 0.0096 0.0441 -0.07
C -0.3545 -1.2629 2.5745 -0.1246 -0.0010 -0.0301 -0.15
C -0.0017 -1.3169 1.2154 -0.1648 -0.1816 -0.1925 -0.28
H -0.9344 -5.7310 -1.5045 0.0098 -0.0092 -0.0003 0.11
H -0.5116 -5.2258 0.1486 -0.0108 -0.0295 -0.0473 0.10
H 0.7780 -5.5173 -1.0500 -0.0087 -0.0137 0.0075 0.11
H -0.1361 -3.6936 -2.3126 0.0012 0.0061 0.0219 0.18
H -1.8929 -3.2074 -0.0227 -0.0137 0.0034 -0.0189 0.11
H -2.3933 -3.8593 -1.6161 -0.0168 0.0147 0.0137 0.11
H -1.7508 -2.1980 -1.4723 -0.0187 0.1468 -0.0380 0.07
H 0.7659 -1.9407 -1.2455 -0.0164 0.0079 -0.0191 0.09
H 1.6845 -3.4007 -0.8074 0.0208 0.0298 -0.0102 0.14
H 1.1596 -4.5398 1.3332 0.0730 0.0291 0.0236 0.11
H 0.5799 -4.3154 3.7098 0.0235 0.0026 0.0088 0.11
H -0.4684 -2.1997 4.4945 -0.0202 0.0044 0.0071 0.11
H -0.8211 -0.3644 2.9537 -0.0336 0.0552 0.0063 0.08
```
Positions in Å, forces in eV/Å.

=====

Record 4
Molecular formula: C3H3I3O
Method: DFT, ωB97M-V/def2-TZVPD

Calculated values
LUMO   -0.24 eV
E   -1084.309866 hartree
Highest occupied orbital energy   -9.14 eV
HOMO-LUMO gap   8.9 eV

Structure (XYZ):
```
10
Properties=species:S:1:pos:R:3:forces:R:3:lowdin_charge:R:1
C -3.2059 -1.0560 -0.9692 -0.8445 -1.1722 -1.7668 -0.06
C -2.8346 -0.0271 -0.4949 0.8277 1.2167 0.7586 -0.79
C 0.6861 -1.3926 1.3677 0.2168 -1.0967 -0.1386 -1.23
O 0.5728 -0.1097 1.8479 -1.9269 -0.6719 -1.6854 -0.30
I -1.9229 1.5880 0.3178 -0.7072 -0.4596 -0.3939 1.00
I 2.4262 -2.2753 2.3108 -0.4726 0.2230 -0.5624 0.73
I -1.1456 -2.5574 1.9347 0.4552 0.1226 -0.0359 0.64
H -3.5753 -1.8251 -1.6652 0.3975 0.6289 1.1507 0.05
H 0.6582 -1.5516 0.2379 0.4633 0.4556 1.5627 0.04
H -0.3351 0.0839 1.4292 1.5906 0.7537 1.1110 -0.08
```
Positions in Å, forces in eV/Å.

=====

Record 5
Molecular formula: CH3NO2S2
Method: DFT, ωB97M-V/def2-TZVPD

Calculated values
LUMO (spin up / spin down)   -1.27 / -2.29 eV
E   -1041.349132 hartree
Highest occupied orbital energy (spin up / spin down)   -9.93 / -8.75 eV
HOMO-LUMO gap (spin up / spin down)   8.7 / 6.5 eV

Structure (XYZ):
```
9
Properties=species:S:1:pos:R:3:forces:R:3:lowdin_charge:R:1
C -1.2376 0.0156 0.0386 -1.6486 0.3462 -2.3838 -0.33
N 2.6537 1.4100 -0.0416 -2.2974 -1.4894 -1.3597 -0.60
O 1.5840 1.2245 -0.5770 0.8820 1.6563 0.6283 -0.10
O -1.4174 -2.4655 0.4583 0.2741 -1.6036 0.6367 -0.59
S 3.7418 0.3439 0.2702 1.5292 -0.0916 0.7056 0.71
S -2.1615 -1.5212 -0.3908 0.6067 1.8274 0.0619 0.84
H -1.5372 0.8250 -0.6563 -0.1055 -0.2711 0.4647 0.05
H -1.4178 0.2893 1.0360 -0.3750 0.2555 1.3374 0.02
H -0.2080 -0.1216 -0.1376 1.1344 -0.6296 -0.0910 -0.01
```
Positions in Å, forces in eV/Å.

=====

Record 6
Molecular formula: C2H2N2O4
Method: DFT, ωB97M-V/def2-TZVPD

Calculated values
LUMO   0.35 eV
E   -487.810530 hartree
Highest occupied orbital energy   -9.71 eV
HOMO-LUMO gap   10.1 eV

Structure (XYZ):
```
10
Properties=species:S:1:pos:R:3:forces:R:3:lowdin_charge:R:1
C 1.1547 0.0080 -0.0649 0.8745 -1.0297 1.2894 -0.44
C -0.8164 0.8950 0.0823 -0.7446 -2.6713 0.5785 -0.47
H 2.6904 0.8883 -0.2681 1.0303 -0.2801 0.0084 0.13
H -2.1419 -1.8312 0.1864 -0.5580 -0.9153 0.9841 0.10
N 0.4744 -1.0210 0.1569 -0.7684 -0.5775 -0.3311 0.19
N -0.8181 -0.5359 0.3925 0.3430 1.6782 -0.0011 -0.10
O 2.4990 -0.0479 -0.0768 -1.3357 2.0760 -0.6115 0.15
O -1.7732 -1.1588 -0.3549 -0.1224 0.3873 -1.3697 0.05
O -1.7523 1.5894 -0.0228 -0.5368 1.0103 -0.0925 0.20
O 0.4834 1.2141 -0.0305 1.8181 0.3221 -0.4545 0.19
```
Positions in Å, forces in eV/Å.